119
Properties=species:S:1:pos:R:3:mulliken_charge:R:1 method="wB97M-V/def2-TZVPD" e_tot_ha=-2299.80627 homo_energy_ha=-0.3733 orbital_gap_ev=7.57 charge=+1
O -4.88 -3.34 6.77 -0.39
O -0.54 -1.59 7.24 -0.39
N -2.68 -2.03 6.37 0.17
C 2.14 -1.52 -1.65 -0.28
C 3.49 -1.61 -3.63 -0.06
C -3.46 -8.53 4.52 -0.49
C -6.30 1.46 2.34 -0.59
C -8.00 -0.61 3.08 -0.59
C -5.91 0.55 3.32 -0.33
C -3.58 -1.33 7.34 -0.77
C -7.54 1.33 1.74 -0.43
C 4.34 1.87 -4.92 -0.45
C -8.39 0.30 2.11 -0.36
C -0.78 2.35 -11.20 -0.33
C 4.56 8.04 -4.99 -0.41
C 4.04 1.56 -7.29 -0.67
C 3.29 2.77 -4.90 -0.41
C -3.46 -2.23 5.12 -0.33
C 4.12 -2.29 2.91 -0.65
C -1.37 -1.30 6.20 -0.60
C 2.98 2.46 -7.27 -0.17
C 0.01 4.57 -11.69 -0.34
C 2.95 -0.89 -2.58 -0.38
C 5.35 8.67 -5.95 -0.44
C -3.78 -7.47 5.36 -0.26
C -5.09 -7.32 5.82 -0.34
C -6.07 -8.23 5.43 -0.45
C 4.72 1.27 -6.12 -0.48
C 2.60 3.06 -6.07 -0.40
C 4.16 -1.89 4.24 -0.40
C 4.29 6.68 -5.11 -0.33
C 0.25 -2.78 7.10 -0.61
C 0.09 3.73 -9.44 -0.18
C 3.49 4.29 2.61 -0.40
C 2.96 -2.12 2.17 0.02
C 2.45 1.93 1.58 -0.19
C 3.21 -2.97 -3.76 -0.58
C 2.20 3.14 0.94 -0.49
C 1.89 -1.14 4.08 -0.23
C -0.46 2.53 -9.86 -0.50
C 3.21 1.90 2.73 0.09
C 3.74 3.08 3.25 -0.55
C -4.92 -2.10 7.44 -0.31
C 4.80 5.96 -6.17 0.15
C 0.33 4.75 -10.35 -0.49
C 3.05 -1.31 4.82 -0.89
C 1.84 -1.54 2.75 -0.51
C -6.76 -0.49 3.68 0.29
C 5.86 7.94 -7.01 -0.32
C -4.48 -3.32 5.42 -0.48
C 5.59 6.59 -7.12 -0.61
C 2.72 4.32 1.46 -0.43
C -0.54 3.37 -12.11 -0.42
C 1.86 -2.88 -1.77 -0.53
C -4.44 -9.43 4.13 -0.37
C 2.40 -3.60 -2.83 -0.34
C -5.74 -9.28 4.59 -0.38
H -2.82 -2.57 4.31 0.46
H 1.72 -0.95 -0.83 0.42
H 4.99 -2.73 2.45 0.41
H 2.05 1.01 1.17 0.23
H 0.22 -3.33 8.04 0.30
H -4.94 0.65 3.79 0.24
H -2.44 -8.65 4.16 0.36
H -0.64 1.74 -9.15 0.37
H 1.79 3.77 -6.06 0.37
H 3.00 3.24 -3.97 0.47
H -0.14 -3.42 6.31 0.36
H 2.53 5.26 0.96 0.37
H 3.09 -0.97 5.85 0.51
H 3.62 -3.53 -4.58 0.37
H -0.96 -1.57 5.22 0.56
H 3.41 0.96 3.22 0.23
H -4.18 -10.26 3.48 0.37
H 1.23 -3.37 -1.04 0.38
H 0.76 5.68 -10.02 0.37
H 4.33 1.10 -8.22 0.40
H -5.34 -6.50 6.48 0.42
H -3.89 -1.27 4.84 0.07
H -8.67 -1.41 3.37 0.37
H 5.07 -2.02 4.81 0.39
H -5.63 2.26 2.06 0.37
H 3.67 6.19 -4.36 0.35
H 2.18 -4.66 -2.92 0.37
H 1.03 -0.66 4.53 0.66
H -0.79 3.23 -13.16 0.36
H -5.14 -2.33 8.48 0.34
H 4.88 1.65 -4.01 0.54
H 6.48 8.44 -7.75 0.37
H -7.08 -8.11 5.78 0.37
H 4.60 4.90 -6.25 0.17
H 4.12 -1.12 -4.36 0.25
H 5.55 0.58 -6.13 0.45
H 2.93 -2.42 1.13 0.26
H -6.50 -9.99 4.29 0.37
H -3.02 -6.77 5.67 0.41
H 5.56 9.73 -5.86 0.36
H 1.27 -2.50 6.87 0.14
H 1.60 3.16 0.04 0.42
H 4.34 3.05 4.15 0.38
H -9.36 0.20 1.64 0.38
H -5.74 -1.47 7.06 0.26
H 2.45 2.69 -8.18 0.33
H -6.46 -1.19 4.45 0.22
H 5.99 6.02 -7.95 0.38
H 4.16 8.61 -4.17 0.36
H -3.74 -0.34 6.92 0.42
H 3.17 0.17 -2.48 0.36
H -7.84 2.04 0.98 0.37
H -2.48 -2.96 6.75 0.41
H -3.06 -1.25 8.29 0.51
H 3.90 5.20 3.01 0.37
H -4.00 -4.28 5.23 0.30
H 0.20 5.36 -12.40 0.36
H -1.20 1.41 -11.53 0.36
H 0.94 -1.39 2.17 0.41
H -5.32 -3.25 4.72 0.36
H -1.60 -0.23 6.23 0.22
H 0.33 3.88 -8.39 0.45